ORCA calculation (ωB97M-V/def2-TZVPD) on an isolated ion of composition C7H16N and charge +1.

Last columns: bonded neighbours and bond lengths (Å).
Atoms and positions in Å:
1 H 2.61 -0.90 -2.38  C17 1.073
2 H -3.03 0.85 0.53  C10 1.080
3 C 1.68 0.53 -1.03  C13 1.516, C17 1.516, C21 1.325
4 C -1.60 -0.74 0.72  C10 1.523, N14 1.526, C16 1.562, H24 1.092
5 H -1.48 -1.54 2.62  N14 1.016
6 H 0.75 2.50 -1.26  C21 1.086
7 H -3.43 -0.57 -0.22  C10 1.101
8 H 3.69 0.32 -1.72  C17 1.087
9 H -0.01 -1.03 2.00  N14 1.022
10 C -3.03 -0.21 0.74  H2 1.080, C4 1.523, H7 1.101, H20 1.088
11 H 1.01 0.52 0.95  C13 1.093
12 H -0.99 1.16 0.07  C16 1.086
13 C 0.79 -0.05 0.05  C3 1.516, H11 1.093, C16 1.536, H22 1.088
14 N -1.00 -0.80 2.12  C4 1.526, H5 1.016, H9 1.022, H19 1.021
15 H -0.99 -0.17 -1.21  C16 1.084
16 C -0.71 0.15 -0.21  C4 1.562, H12 1.086, C13 1.536, H15 1.084
17 C 2.84 -0.32 -1.50  H1 1.073, C3 1.516, H8 1.087, H23 1.092
18 H 2.15 2.13 -2.28  C21 1.082
19 H -1.14 0.07 2.65  N14 1.021
20 H -3.76 -0.61 1.44  C10 1.088
21 C 1.52 1.76 -1.49  C3 1.325, H6 1.086, H18 1.082
22 H 1.02 -1.11 0.18  C13 1.088
23 H 3.11 -1.05 -0.73  C17 1.092
24 H -1.60 -1.75 0.30  C4 1.092

Computed properties:
**ΔE to the lowest compared entry with this formula, charge and spin**: 23.39 kcal/mol
**Total charge**: +1
**E_HOMO**: -12.514 eV
**Multiplicity**: 1

Results of the Mulliken charge analysis, in e, for atoms 1 through 8: number 1, H, carries 0.29; number 2, H, carries 0.35; number 3, C, carries 0.57; number 4, C, carries -0.04; number 5, H, carries 0.39; number 6, H, carries 0.27; number 7, H, carries 0.39; number 8, H, carries 0.41


ORCA calculation (ωB97M-V/def2-TZVPD) on a 8-piece molecular cluster, C72H152N8O8 overall.

Last columns: bonded neighbours and bond lengths (Å).
Atoms and positions in Å:
1 H -0.17 11.77 4.53  C171 1.090
2 H 0.61 -2.58 2.86  C235 1.090
3 H -9.74 -0.81 -0.42  C133 1.090
4 C 0.11 -1.70 0.91  H111 1.090, H126 1.090, C229 1.512, C235 1.562
5 H 2.86 2.24 -8.22  C209 1.090
6 H 3.81 -3.52 -0.35  C22 1.090
7 H -1.20 11.53 6.62  C16 1.090
8 H -7.23 6.22 -4.91  O118 0.960
9 C -8.99 -1.82 -2.77  C21 1.604, H180 1.090, C208 1.599, H212 1.090
10 H -6.57 -3.00 0.39  O147 0.960
11 H -4.93 -1.63 -2.74  C160 1.090
12 H 0.96 -3.37 -6.60  C217 1.090
13 H -1.56 10.06 7.24  C16 1.090
14 H 1.89 9.62 6.82  C15 1.090
15 C 0.86 9.86 7.07  H14 1.090, H81 1.090, H107 1.090, C179 1.630
16 C -1.41 10.52 6.26  H7 1.090, H13 1.090, C78 1.543, C179 1.572
17 C -5.07 3.34 -6.39  H55 1.090, H94 1.090, C98 1.547, C103 1.535
18 H 4.11 4.62 -10.76  C211 1.090
19 C -5.10 -4.61 10.00  C47 1.516, H85 1.090, C139 1.468, H156 1.090
20 H 1.59 0.76 -0.93  C115 1.090
21 C -7.91 -1.57 -1.61  C9 1.604, C73 1.515, C133 1.617, N151 1.429
22 C 4.06 -3.23 0.67  H6 1.090, H66 1.090, H69 1.090, C117 1.510
23 H 3.16 5.67 -4.96  C203 1.090
24 H 8.80 -5.85 7.33  C58 1.090
25 C 9.89 -3.89 5.87  H72 1.090, H91 1.090, H128 1.090, C140 1.512
26 C -6.26 -3.41 -2.36  C144 1.577, N151 1.469, C160 1.567, C174 1.489
27 H 3.75 -0.38 1.17  O38 0.960
28 H -5.24 -1.89 6.11  C236 1.090
29 H 0.23 -0.50 -1.19  C115 1.090
30 H 1.92 6.17 -9.74  C225 1.090
31 O 2.01 4.37 -6.79  H124 0.960, N153 1.371
32 H 1.45 11.31 5.07  C171 1.090
33 H -4.10 3.47 -3.76  C215 1.090
34 H -6.68 -3.91 -4.33  C144 1.090
35 H 1.81 2.47 -9.61  C209 1.090
36 H -2.46 11.22 4.67  C78 1.090
37 H -3.81 -1.80 7.01  C236 1.090
38 O 3.47 -0.48 0.25  H27 0.960, N52 1.337
39 C 13.19 -6.71 7.57  H86 1.090, C135 1.593, H191 1.090, H237 1.090
40 H -7.57 -2.67 6.31  O207 0.960
41 H 0.26 0.80 2.14  C214 1.090
42 C 11.32 -5.68 4.96  C140 1.585, H145 1.090, H173 1.090, H195 1.090
43 H -3.39 8.31 5.69  C92 1.090
44 H 3.56 8.08 -7.09  C162 1.090
45 H -5.21 -4.54 -0.88  C174 1.090
46 C 2.99 4.31 -9.04  N153 1.541, C209 1.592, C211 1.591, C225 1.540
47 C -4.68 -3.37 9.24  C19 1.516, H61 1.090, C99 1.646, H205 1.090
48 C 3.56 -3.01 -5.34  H87 1.090, H148 1.090, C164 1.528, H168 1.090
49 H 4.47 4.89 -5.42  C203 1.090
50 H -0.01 0.80 -0.21  C115 1.090
51 C -4.05 -4.30 6.96  H57 1.090, C99 1.513, H112 1.090, H170 1.090
52 N 2.49 -1.35 0.50  O38 1.337, C117 1.464, C229 1.480
53 H -3.68 9.14 4.33  C92 1.090
54 C 10.22 -7.37 7.61  C58 1.523, H79 1.090, C184 1.558, H232 1.090
55 H -5.50 2.53 -5.78  C17 1.090
56 H 13.59 -4.47 9.08  C120 1.090
57 H -3.82 -5.27 7.41  C51 1.090
58 C 9.62 -6.26 6.75  H24 1.090, C54 1.523, C140 1.612, H190 1.090
59 C -4.23 5.63 -4.47  N77 1.482, C193 1.588, C215 1.589, C222 1.579
60 H -7.37 -6.87 7.84  C129 1.090
61 H -3.61 -3.36 9.44  C47 1.090
62 H -9.10 -5.25 7.49  C202 1.090
63 H 3.52 -3.21 3.19  C83 1.090
64 H -2.14 6.33 5.38  C223 1.090
65 C 5.04 6.17 -7.81  H149 1.090, H169 1.090, C177 1.514, C234 1.538
66 H 4.81 -2.50 0.37  C22 1.090
67 H -7.81 -1.76 -4.64  C208 1.090
68 H 3.55 2.33 -9.84  C209 1.090
69 H 4.62 -3.92 1.30  C22 1.090
70 H 1.92 -4.40 1.94  C158 1.090
71 O 0.72 7.86 4.67  H84 0.960, N122 1.342
72 H 8.96 -3.68 6.40  C25 1.090
73 C -7.08 -0.34 -1.92  C21 1.515, H201 1.090, H239 1.090, H240 1.090
74 C -1.40 8.61 2.98  C97 1.530, H110 1.090, H154 1.090, H198 1.090
75 H -5.80 6.63 -7.55  C96 1.090
76 H -9.13 -2.76 -4.62  C208 1.090
77 N -5.51 5.47 -5.20  C59 1.482, C103 1.478, O118 1.426
78 C -2.73 10.52 5.45  C16 1.543, H36 1.090, C92 1.534, H200 1.090
79 H 10.73 -8.09 6.96  C54 1.090
80 H -3.06 4.08 -6.58  C98 1.090
81 H 0.91 10.88 7.45  C15 1.090
82 H -5.38 -1.26 7.78  C236 1.090
83 C 3.36 -2.24 2.71  H63 1.090, H116 1.090, C117 1.523, H161 1.090
84 H 0.60 7.05 5.18  O71 0.960
85 H -4.94 -4.49 11.07  C19 1.090
86 H 12.78 -7.71 7.45  C39 1.090
87 H 2.87 -2.27 -4.94  C48 1.090
88 C 2.64 -7.24 -6.04  C108 1.527, H136 1.090, H189 1.090, C194 1.554
89 C 1.50 -7.14 -3.95  H157 1.090, H187 1.090, C194 1.508, H210 1.090
90 H -7.49 3.88 -5.50  C166 1.090
91 H 10.54 -3.07 5.54  C25 1.090
92 C -2.88 9.04 5.06  H43 1.090, H53 1.090, C78 1.534, C97 1.656
93 H 13.37 -5.91 10.09  C120 1.090
94 H -5.07 2.86 -7.37  C17 1.090
95 H 0.50 -6.52 -7.00  C172 1.090
96 C -5.42 5.61 -7.59  H75 1.090, C103 1.580, H130 1.090, H206 1.090
97 C -1.56 8.24 4.45  C74 1.530, C92 1.656, N122 1.521, C223 1.574
98 C -3.61 3.45 -5.89  C17 1.547, H80 1.090, H192 1.090, C215 1.554
99 C -5.07 -3.42 7.64  C47 1.646, C51 1.513, N183 1.453, C236 1.540
100 C 3.85 -5.20 -6.68  C108 1.541, H125 1.090, C164 1.578, H204 1.090
101 H -5.31 5.14 -2.65  C193 1.090
102 H 4.71 6.64 -5.16  C203 1.090
103 C -5.83 4.67 -6.39  C17 1.535, N77 1.478, C96 1.580, C166 1.524
104 H -8.90 -3.92 8.55  C202 1.090
105 H 1.39 -4.56 -7.63  C217 1.090
106 H 2.34 -3.05 -7.80  C217 1.090
107 H 0.53 9.27 7.93  C15 1.090
108 C 3.34 -6.56 -7.21  C88 1.527, C100 1.541, H165 1.090, H233 1.090
109 O 1.23 -4.23 -4.30  N188 1.395, H199 0.960
110 H -1.21 9.67 2.81  C74 1.090
111 H -0.86 -1.30 1.18  C4 1.090
112 H -3.05 -3.89 7.08  C51 1.090
113 H -4.07 -3.12 -2.74  C160 1.090
114 H -2.64 4.21 -4.15  C215 1.090
115 C 0.80 0.13 -0.51  H20 1.090, H29 1.090, H50 1.090, C229 1.575
116 H 4.32 -1.74 2.67  C83 1.090
117 C 2.88 -2.51 1.29  C22 1.510, N52 1.464, C83 1.523, C158 1.565
118 O -6.36 6.61 -5.03  H8 0.960, N77 1.426
119 H 0.65 10.52 3.73  C171 1.090
120 C 12.85 -5.15 9.49  H56 1.090, H93 1.090, C135 1.511, H185 1.090
121 H -3.34 7.75 -4.86  C222 1.090
122 N -0.29 8.53 5.24  O71 1.342, C97 1.521, C179 1.503
123 H -5.22 -5.29 -2.36  C174 1.090
124 H 2.51 3.79 -6.21  O31 0.960
125 H 4.46 -5.39 -5.79  C100 1.090
126 H -0.17 -2.09 -0.07  C4 1.090
127 H -9.02 -5.41 9.22  C202 1.090
128 H 9.38 -4.14 4.94  C25 1.090
129 C -6.51 -6.23 7.62  H60 1.090, C142 1.554, H216 1.090, H220 1.090
130 H -4.34 5.56 -7.50  C96 1.090
131 H -7.12 -4.16 10.26  C139 1.090
132 H 4.34 6.87 -9.87  C234 1.090
133 C -8.82 -1.40 -0.29  H3 1.090, C21 1.617, H143 1.090, H150 1.090
134 H -0.41 -5.52 -5.97  C172 1.090
135 C 12.14 -5.76 8.31  C39 1.593, C120 1.511, C184 1.538, N226 1.471
136 H 3.31 -7.78 -5.37  C88 1.090
137 H -3.69 5.78 -2.35  C193 1.090
138 H -2.92 6.41 -6.06  C222 1.090
139 C -6.51 -4.96 9.82  C19 1.468, H131 1.090, C142 1.617, H230 1.090
140 C 10.66 -5.12 6.29  C25 1.512, C42 1.585, C58 1.612, N226 1.536
141 H 1.60 4.83 -10.75  C225 1.090
142 C -6.99 -4.90 8.27  C129 1.554, C139 1.617, N183 1.470, C202 1.559
143 H -8.41 -0.93 0.60  C133 1.090
144 C -7.33 -3.65 -3.50  C26 1.577, H34 1.090, H163 1.090, C208 1.554
145 H 11.61 -6.69 5.24  C42 1.090
146 H -2.82 6.48 3.80  C223 1.090
147 O -6.13 -2.44 -0.25  H10 0.960, N151 1.407
148 H 4.07 -3.53 -4.53  C48 1.090
149 H 5.70 5.34 -7.56  C65 1.090
150 H -9.13 -2.40 0.01  C133 1.090
151 N -7.00 -2.64 -1.34  C21 1.429, C26 1.469, O147 1.407
152 H 2.08 0.78 1.87  C214 1.090
153 N 3.09 4.72 -7.55  O31 1.371, C46 1.541, C177 1.487
154 H -0.64 8.11 2.38  C74 1.090
155 O 12.63 -3.84 6.89  H178 0.960, N226 1.441
156 H -4.35 -5.38 9.82  C19 1.090
157 H 1.36 -8.22 -4.06  C89 1.090
158 C 1.68 -3.52 1.34  H70 1.090, C117 1.565, H197 1.090, C235 1.458
159 H 5.92 6.18 -9.77  C234 1.090
160 C -5.04 -2.69 -3.01  H11 1.090, C26 1.567, H113 1.090, H182 1.090
161 H 2.71 -1.68 3.39  C83 1.090
162 C 2.93 7.23 -7.32  H44 1.090, C177 1.520, H181 1.090, H219 1.090
163 H -7.92 -4.53 -3.24  C144 1.090
164 C 2.85 -4.21 -5.98  C48 1.528, C100 1.578, N188 1.479, C217 1.570
165 H 2.59 -6.50 -8.00  C108 1.090
166 C -7.32 4.32 -6.48  H90 1.090, C103 1.524, H167 1.090, H238 1.090
167 H -7.41 3.54 -7.24  C166 1.090
168 H 4.26 -2.57 -6.06  C48 1.090
169 H 5.55 7.11 -7.60  C65 1.090
170 H -4.36 -4.64 5.97  C51 1.090
171 C 0.50 10.93 4.72  H1 1.090, H32 1.090, H119 1.090, C179 1.516
172 C 0.26 -6.38 -5.94  H95 1.090, H134 1.090, C194 1.552, H224 1.090
173 H 10.68 -5.87 4.09  C42 1.090
174 C -5.88 -4.70 -1.73  C26 1.489, H45 1.090, H123 1.090, H186 1.090
175 H 5.18 4.00 -9.62  C211 1.090
176 H -2.21 6.57 -4.65  C222 1.090
177 C 3.74 5.96 -7.06  C65 1.514, N153 1.487, C162 1.520, C203 1.524
178 H 12.29 -2.95 6.75  O155 0.960
179 C -0.06 9.94 5.73  C15 1.630, C16 1.572, N122 1.503, C171 1.516
180 H -9.37 -0.84 -3.07  C9 1.090
181 H 1.96 7.32 -6.83  C162 1.090
182 H -5.18 -2.43 -4.06  C160 1.090
183 N -6.50 -3.69 7.60  C99 1.453, C142 1.470, O207 1.389
184 C 10.96 -6.64 8.77  C54 1.558, C135 1.538, H196 1.090, H227 1.090
185 H 12.22 -4.61 10.19  C120 1.090
186 H -6.76 -5.23 -1.35  C174 1.090
187 H 0.78 -6.67 -3.28  C89 1.090
188 N 2.20 -5.02 -4.92  O109 1.395, C164 1.479, C194 1.491
189 H 2.08 -8.09 -6.43  C88 1.090
190 H 9.30 -6.89 5.92  C58 1.090
191 H 13.37 -6.38 6.54  C39 1.090
192 H -3.10 2.48 -5.83  C98 1.090
193 C -4.59 5.90 -2.95  C59 1.588, H101 1.090, H137 1.090, H213 1.090
194 C 1.64 -6.36 -5.24  C88 1.554, C89 1.508, C172 1.552, N188 1.491
195 H 12.21 -5.13 4.66  C42 1.090
196 H 11.24 -7.47 9.41  C184 1.090
197 H 1.70 -3.89 0.31  C158 1.090
198 H -2.37 8.60 2.48  C74 1.090
199 H 1.78 -3.89 -3.59  O109 0.960
200 H -3.60 10.97 5.91  C78 1.090
201 H -7.72 0.54 -1.89  C73 1.090
202 C -8.54 -4.93 8.37  H62 1.090, H104 1.090, H127 1.090, C142 1.559
203 C 4.04 5.88 -5.57  H23 1.090, H49 1.090, H102 1.090, C177 1.524
204 H 4.64 -4.88 -7.36  C100 1.090
205 H -5.17 -2.47 9.60  C47 1.090
206 H -5.56 5.23 -8.61  C96 1.090
207 O -7.12 -3.51 6.37  H40 0.960, N183 1.389
208 C -8.26 -2.52 -4.01  C9 1.599, H67 1.090, H76 1.090, C144 1.554
209 C 2.78 2.74 -9.19  H5 1.090, H35 1.090, C46 1.592, H68 1.090
210 H 2.46 -7.31 -3.46  C89 1.090
211 C 4.37 4.73 -9.71  H18 1.090, C46 1.591, H175 1.090, C234 1.533
212 H -9.96 -2.24 -2.51  C9 1.090
213 H -5.02 6.90 -2.90  C193 1.090
214 C 1.17 0.21 2.04  H41 1.090, H152 1.090, C229 1.526, H231 1.090
215 C -3.67 4.14 -4.50  H33 1.090, C59 1.589, C98 1.554, H114 1.090
216 H -5.62 -6.67 8.07  C129 1.090
217 C 1.86 -3.74 -7.10  H12 1.090, H105 1.090, H106 1.090, C164 1.570
218 H -1.15 6.08 3.96  C223 1.090
219 H 2.70 7.40 -8.37  C162 1.090
220 H -6.44 -6.33 6.54  C129 1.090
221 H 1.00 4.67 -9.18  C225 1.090
222 C -3.21 6.69 -5.05  C59 1.579, H121 1.090, H138 1.090, H176 1.090
223 C -1.93 6.72 4.39  H64 1.090, C97 1.574, H146 1.090, H218 1.090
224 H -0.41 -7.20 -5.69  C172 1.090
225 C 1.84 5.09 -9.72  H30 1.090, C46 1.540, H141 1.090, H221 1.090
226 N 11.61 -4.71 7.42  C135 1.471, C140 1.536, O155 1.441
227 H 10.22 -6.00 9.24  C184 1.090
228 H -0.32 -3.66 1.69  C235 1.090
229 C 1.21 -0.66 0.79  C4 1.512, N52 1.480, C115 1.575, C214 1.526
230 H -6.70 -6.00 10.09  C139 1.090
231 H 1.18 -0.45 2.91  C214 1.090
232 H 9.52 -8.02 8.11  C54 1.090
233 H 4.22 -7.12 -7.49  C108 1.090
234 C 4.92 6.11 -9.34  C65 1.538, H132 1.090, H159 1.090, C211 1.533
235 C 0.46 -2.91 1.83  H2 1.090, C4 1.562, C158 1.458, H228 1.090
236 C -4.88 -1.98 7.13  H28 1.090, H37 1.090, H82 1.090, C99 1.540
237 H 14.09 -6.96 8.13  C39 1.090
238 H -8.02 5.15 -6.58  C166 1.090
239 H -6.44 -0.49 -2.79  C73 1.090
240 H -6.36 -0.17 -1.12  C73 1.090

Computed properties:
**ΔE to the lowest compared entry with this formula, charge and spin**: 286.01 kcal/mol
**Total charge**: 0
**E_HOMO**: -7.593 eV
**Multiplicity**: 1

Results of the Mulliken charge analysis, in e, for atoms 1 through 8: number 1, H, carries 0.30; number 2, H, carries 0.29; number 3, H, carries 0.41; number 4, C, carries -1.52; number 5, H, carries 0.32; number 6, H, carries 0.37; number 7, H, carries 0.51; number 8, H, carries 0.34


For reference, orbital gap by record: 9.0253, 7.8456 eV.
For reference, strongest force on any atom by record: 2.012, 5.546 eV/Å.